# 1
Density functional theory data (wB97M-V/def2-TZVPD) for a 4-piece molecular cluster, C19H31N4O3S overall in a non-equilibrium geometry.

Atoms and positions in Å:
C  3.372501  -1.842292  2.754920
C  1.999855  -1.085065  2.867965
C  0.963850  -1.747947  3.656999
C  -0.339674  -1.101982  3.753946
C  -0.607235  0.178985  3.101204
C  -2.033855  0.798046  3.199276
N  -3.006777  0.011103  3.967542
C  -3.581533  -1.133058  3.649280
N  -4.476260  -1.857007  4.448675
C  -4.798129  -2.988154  3.724635
N  -4.136813  -2.964561  2.533058
N  -3.405353  -1.828630  2.468502
S  -2.538903  -1.608884  1.008775
C  0.438191  0.840047  2.341193
C  1.748972  0.200965  2.236520
H  3.304339  -2.427436  1.792623
H  3.454134  -2.617596  3.564178
H  4.246618  -1.154019  2.722985
H  1.142846  -2.718303  4.163360
H  -1.115671  -1.650479  4.340344
H  -1.968676  1.837827  3.622453
H  -2.458377  0.938444  2.166252
H  -3.279431  0.396753  4.874828
H  -5.504475  -3.754282  4.106562
H  -4.222543  -3.721579  1.846210
H  -1.190579  -1.750363  1.317039
H  0.266755  1.816129  1.827329
H  2.582620  0.679961  1.656338
C  -2.686790  -4.283709  -1.799033
C  -2.413379  -5.373360  -0.796691
O  -3.034241  -5.433482  0.249660
C  -1.347858  -6.379553  -1.136084
H  -3.477264  -3.639133  -1.413641
H  -1.786699  -3.684937  -1.952194
H  -3.016072  -4.715212  -2.745606
H  -0.387619  -5.876007  -1.261989
H  -1.616094  -6.910963  -2.050781
H  -1.260796  -7.101760  -0.324472
C  1.545686  3.239104  -0.597586
C  2.868948  2.556140  -0.833247
O  3.479903  2.031060  0.076708
C  3.399957  2.553154  -2.239680
H  1.284847  3.166720  0.458480
H  1.618408  4.293598  -0.868829
H  0.765651  2.752535  -1.186671
H  3.552358  3.575979  -2.581394
H  2.700921  2.036869  -2.900330
H  4.355901  2.029473  -2.263135
C  1.048370  5.956358  -5.055269
C  2.370290  5.273392  -5.294622
O  2.981212  4.745363  -4.388732
C  2.902843  5.272494  -6.703538
H  0.788108  5.880117  -3.999260
H  1.121072  7.011913  -5.322922
H  0.267450  5.472467  -5.644800
H  3.057041  6.298101  -7.043528
H  2.203417  4.758501  -7.365476
H  3.858029  4.748155  -6.728327

Cartesian forces (eV/Å) of the 6 atoms listed first:
-1.2 -0.1 -0.6
-0.7 -0.2 0.9
-0.8 2.5 -1.4
1.5 0.4 -0.8
1.0 -1.1 0.3
0.6 0.6 -1.3

net charge: +1
orbital gap: 8.58 eV
total energy: -43136.008 eV
HOMO level: -11.38 eV
energy relative to the best compared isomer or geometry (same formula, charge and spin): 2.485 eV

# 2
Density functional theory data (wB97M-V/def2-TZVPD) for a 15-piece molecular cluster, C39H76O31 overall in a non-equilibrium geometry.

Atoms and positions in Å:
C  -5.527559  1.547579  -0.136526
O  -6.382415  0.523643  -0.650507
H  -4.977537  1.340068  0.781368
H  -4.776371  1.829008  -0.874495
H  -6.221119  2.329969  0.171601
H  -6.710246  0.736808  -1.527245
C  -3.610611  4.761224  0.633928
O  -3.684492  5.679451  -0.391771
H  -4.189037  5.207876  1.442652
H  -4.047519  3.860506  0.202756
H  -2.627381  4.397108  0.931892
H  -3.252851  5.194798  -1.099158
C  6.795426  2.294981  -2.330356
O  7.476712  2.980773  -3.363274
H  6.591549  2.955946  -1.487940
H  5.948076  1.682094  -2.637693
H  7.474496  1.540023  -1.934134
H  6.895700  3.299087  -4.058032
C  -4.327784  -3.439103  -1.191042
O  -2.946613  -3.134806  -1.089114
H  -4.766882  -3.748752  -0.242663
H  -4.880496  -2.522821  -1.398470
H  -4.505995  -4.189413  -1.961357
H  -2.604203  -3.998007  -0.845737
C  -2.144082  2.732413  -1.901807
O  -2.628018  3.955099  -2.322617
H  -2.622979  1.961736  -2.505816
H  -1.058563  2.633642  -1.900828
H  -2.525816  2.344010  -0.957601
H  -2.605458  3.942439  -3.282269
C  -0.402209  -7.026614  1.459871
O  -1.361870  -6.215783  0.884345
H  -0.185449  -7.922540  0.878125
H  0.476931  -6.383360  1.421872
H  -0.728060  -7.250642  2.475605
H  -2.125514  -6.786357  0.997972
C  2.179892  -0.922541  5.491371
O  2.191662  -2.277315  5.248209
H  1.429341  -0.594941  6.210708
H  3.121150  -0.606288  5.940941
H  1.849102  -0.381845  4.604625
H  2.999357  -2.736589  5.489666
C  0.073918  -0.929337  -2.515685
C  0.048932  -0.778312  -0.938015
C  1.036809  0.173457  -0.294693
O  0.362755  0.618403  0.911510
C  -0.919523  0.605840  0.610341
O  -1.692954  1.114876  1.412461
O  -1.116916  -0.050102  -0.570307
H  -0.060626  -0.024215  -3.107929
H  -0.683112  -1.610270  -2.904715
H  1.052818  -1.295289  -2.825412
H  -0.038909  -1.744384  -0.440920
H  1.333158  0.999992  -0.940549
H  1.940109  -0.426929  -0.186651
C  2.268086  -3.019349  -5.059789
C  1.414175  -2.574015  -6.241740
C  0.367471  -3.613597  -6.720350
O  -0.802317  -2.761701  -6.763000
C  -0.504563  -1.605851  -6.242707
O  -1.325519  -0.712664  -6.047654
O  0.645368  -1.578608  -5.734197
H  3.017351  -2.266710  -4.814316
H  2.829318  -3.938506  -5.227914
H  1.796836  -3.163741  -4.087591
H  2.009232  -2.250682  -7.095827
H  0.263989  -4.438342  -6.015239
H  0.688677  -4.006320  -7.685080
C  -1.097466  -4.083739  4.035721
C  -1.433441  -2.717124  3.469757
C  -2.359826  -2.611802  2.289654
O  -3.039297  -1.425471  2.701836
C  -2.897622  -1.162142  4.046508
O  -3.495254  -0.368345  4.747679
O  -1.948502  -1.958513  4.551089
H  -0.555083  -4.675147  3.298047
H  -1.957184  -4.690164  4.320729
H  -0.524848  -4.258338  4.946607
H  -0.491039  -2.328793  3.083515
H  -3.110432  -3.401922  2.269474
H  -1.722234  -2.390455  1.433739
C  5.861636  -1.116471  2.741380
C  5.166305  0.143230  2.255023
C  6.082904  1.260024  1.717421
O  5.488257  1.636596  0.489275
C  4.496454  0.787989  0.203951
O  3.792063  0.863755  -0.737466
O  4.530929  -0.213073  1.063200
H  5.117338  -1.688360  3.295504
H  6.625890  -0.933659  3.496761
H  6.102873  -1.851726  1.973722
H  4.509239  0.544397  3.026662
H  7.150305  1.045337  1.665899
H  5.917572  2.067445  2.430749
C  -0.207039  3.233810  -7.670729
C  -1.365610  2.213346  -7.850726
C  -2.659678  2.943872  -8.233546
O  -3.179826  2.010732  -9.154225
C  -2.241121  1.300000  -9.723768
O  -2.372458  0.643581  -10.769634
O  -1.119223  1.421787  -8.995914
H  -0.097955  3.828284  -8.577815
H  0.764559  2.796381  -7.441053
H  -0.310979  4.052881  -6.959087
H  -1.391763  1.722790  -6.877706
H  -2.511441  3.865010  -8.797123
H  -3.274511  3.224891  -7.378493
C  -3.943563  3.555927  4.515909
C  -3.784559  2.871841  5.910558
C  -2.390454  3.146147  6.510671
O  -2.802081  3.337288  7.860345
C  -4.129402  3.473443  7.874062
O  -4.813293  3.611323  8.887653
O  -4.601379  3.538308  6.711104
H  -4.989149  3.417122  4.240975
H  -3.283813  3.068273  3.798265
H  -3.739446  4.626209  4.546729
H  -4.030743  1.813313  5.826869
H  -1.864794  3.937299  5.976005
H  -1.789045  2.238803  6.454717
C  0.758298  4.635354  2.446820
C  0.808020  3.295308  3.205625
C  2.223896  2.549746  3.168042
O  2.483755  2.223638  4.496548
C  1.499680  2.780471  5.297326
O  1.336233  2.570652  6.574164
O  0.697693  3.596807  4.604109
H  -0.206176  5.069934  2.709575
H  0.794643  4.686370  1.358618
H  1.420939  5.345829  2.941012
H  0.101367  2.562229  2.816612
H  3.020148  3.202703  2.810634
H  2.310132  1.677780  2.519713
C  1.363361  -3.119219  1.235633
C  2.458799  -3.955472  0.402633
C  2.094803  -4.122557  -1.031411
O  3.279507  -3.754742  -1.787078
C  4.223276  -3.233962  -0.859246
O  5.364167  -2.986352  -1.138991
O  3.742622  -3.364909  0.337547
H  1.664803  -3.007523  2.277148
H  0.420175  -3.661995  1.173262
H  1.279301  -2.058528  0.999040
H  2.520604  -4.951696  0.840602
H  1.233429  -3.488302  -1.240825
H  2.018924  -5.173962  -1.308679

Cartesian forces (eV/Å) of the 6 atoms listed first:
-0.9 0.6 -0.3
0.6 -1.1 0.7
-0.2 -1.1 -0.1
-0.2 0.4 -0.1
0.5 0.8 -0.3
0.2 0.4 0.1

orbital gap: 9.28 eV
total energy: -105140.938 eV
HOMO level: -9.55 eV

# 3
Density functional theory data (wB97M-V/def2-TZVPD) for C48H32ClF9N8NaO3P as an isolated structure in a non-equilibrium geometry.

Atoms and positions in Å:
Na  0.295766  0.189829  0.814363
C  4.117666  -2.658072  -2.394123
N  3.571674  -1.823712  -1.331350
C  2.434000  -1.132368  -1.322341
N  2.349875  -0.393940  -0.232006
C  3.514334  -0.688251  0.412128
N  4.294246  -1.540641  -0.217725
C  4.152553  -1.945230  -3.727410
C  4.066306  -2.678898  -4.904019
C  4.144104  -2.044047  -6.136551
C  4.283009  -0.668063  -6.207338
C  4.348322  0.070969  -5.032171
C  4.296334  -0.566342  -3.797580
C  4.464041  1.531524  -5.099830
N  4.949661  2.262573  -6.034169
N  4.806709  3.591722  -5.600352
C  4.250507  3.528901  -4.446438
O  3.996367  2.255273  -4.051846
C  3.875218  4.621680  -3.540045
C  4.753968  5.685042  -3.360460
C  4.412310  6.711490  -2.496658
C  3.201045  6.675492  -1.819659
C  2.309266  5.627964  -2.013794
C  0.958769  5.682506  -1.340016
N  0.419985  4.385594  -0.955845
C  0.935009  3.431681  -0.173656
N  0.102184  2.410736  -0.095881
C  -0.936789  2.807954  -0.877929
N  -0.789635  3.993527  -1.426134
C  2.654659  4.594046  -2.874419
H  3.538181  -3.578600  -2.470520
H  5.120045  -2.920911  -2.062169
H  1.708582  -1.183583  -2.121662
H  3.789184  -0.265238  1.366342
H  3.937897  -3.755096  -4.860718
H  4.077256  -2.625579  -7.046450
H  4.323709  -0.158504  -7.161014
H  4.362817  0.025887  -2.892260
H  5.695448  5.692534  -3.893619
H  5.094161  7.536983  -2.340921
H  2.941178  7.479212  -1.139415
H  0.211578  6.096081  -2.014600
H  1.006823  6.332200  -0.466635
H  1.898147  3.517423  0.306575
H  -1.816134  2.200836  -1.030841
H  1.972188  3.766384  -3.033897
Cl  -5.781978  1.068231  4.832651
C  -4.537963  0.785926  3.640005
C  -4.896665  0.618764  2.291268
C  -3.945486  0.385051  1.335376
C  -2.554929  0.277460  1.657698
O  -1.691271  -0.016857  0.771653
C  -2.219385  0.509462  3.037525
C  -0.857859  0.525065  3.524319
O  0.171422  0.334461  2.879232
C  -3.222810  0.748535  3.997138
H  -5.943182  0.676709  2.017668
H  -4.232936  0.253925  0.298415
H  -0.764563  0.750138  4.603509
H  -2.939255  0.896302  5.033988
F  1.845604  -9.144876  -0.589285
C  2.138328  -8.385926  0.481217
F  1.677470  -9.046017  1.556146
F  3.473476  -8.343568  0.582922
C  1.526648  -7.016516  0.368481
C  0.138784  -6.913143  0.276575
C  -0.451950  -5.669915  0.175059
C  0.333214  -4.513291  0.158166
C  1.712696  -4.633485  0.252091
C  2.317211  -5.885029  0.358747
P  -0.369943  -2.814142  0.069790
C  -1.636380  -2.943773  1.401583
C  -2.997949  -3.111551  1.194932
C  -3.876860  -3.168393  2.270863
C  -3.390528  -3.080732  3.562472
C  -2.026981  -2.933563  3.784914
C  -1.159066  -2.854857  2.710549
C  -4.322830  -3.167838  4.738818
F  -5.602321  -2.979493  4.389618
F  -4.250091  -4.374001  5.334204
F  -4.026882  -2.263561  5.684373
C  -1.349821  -2.860603  -1.480594
C  -1.013082  -3.732485  -2.519915
C  -1.651643  -3.650454  -3.746531
C  -2.633428  -2.690982  -3.950724
C  -2.963970  -1.805095  -2.937442
C  -2.318412  -1.881471  -1.711453
C  -3.285209  -2.587143  -5.301288
F  -3.538082  -3.797646  -5.825930
F  -2.499579  -1.944669  -6.184220
F  -4.446599  -1.920328  -5.253530
H  -0.471176  -7.808034  0.294079
H  -1.531638  -5.592829  0.117445
H  2.328839  -3.739354  0.261605
H  3.391562  -5.970535  0.442980
H  -3.393543  -3.179627  0.190069
H  -4.938781  -3.278708  2.099692
H  -1.650118  -2.855006  4.797438
H  -0.100834  -2.701842  2.893393
H  -0.260919  -4.496683  -2.372445
H  -1.392987  -4.339182  -4.541045
H  -3.722450  -1.052067  -3.104191
H  -2.540145  -1.160229  -0.926516

Cartesian forces (eV/Å) of the 6 atoms listed first:
1.2 0.1 -0.8
-0.1 0.1 0.1
0.3 -0.1 -0.1
-0.2 0.1 0.0
0.4 -0.2 0.1
0.0 0.0 0.0

orbital gap: 7.23 eV
total energy: -119048.133 eV
HOMO level: -7.39 eV
energy relative to the best compared isomer or geometry (same formula, charge and spin): 0.000 eV